(1)
Density functional theory data (ωB97M-V/def2-TZVPD) for a molecular structure, C27H13Cl2F5IKN6O2Se.

Cartesian coordinates (Å):
K1 0.125 -0.073 1.235
Cl1 2.759 -1.605 7.768
C1 2.278 -1.806 6.096
C2 1.453 -0.862 5.517
C3 1.016 -0.958 4.193
N1 0.090 -0.027 3.696
C4 0.345 1.258 3.839
O1 1.398 1.836 4.195
C5 -0.826 2.184 3.490
C6 -0.755 3.507 3.929
C7 -1.794 4.371 3.641
C8 -2.875 3.901 2.904
C9 -2.852 2.579 2.496
N2 -1.863 1.730 2.779
C10 1.445 -2.072 3.416
C11 2.282 -3.015 4.029
C12 2.699 -2.890 5.341
Cl2 3.751 -4.117 6.015
N3 1.129 -2.135 2.051
C13 0.994 -3.301 1.436
O2 0.941 -4.460 1.895
C14 0.900 -3.184 -0.092
C15 1.255 -4.292 -0.859
C16 1.208 -4.202 -2.238
C17 0.789 -3.016 -2.826
C18 0.432 -1.969 -1.996
N4 0.487 -2.045 -0.661
H1 1.131 -0.011 6.102
H2 0.129 3.811 4.473
H3 -1.763 5.402 3.973
H4 -3.703 4.544 2.632
H5 -3.663 2.182 1.891
H6 2.598 -3.875 3.457
H7 1.556 -5.192 -0.342
H8 1.498 -5.046 -2.854
H9 0.744 -2.896 -3.901
H10 0.119 -1.012 -2.411
I1 -3.118 5.591 -1.378
C19 -2.617 3.611 -1.110
C20 -3.314 2.524 -1.571
N5 -2.626 1.447 -1.142
N6 -1.528 1.763 -0.450
C21 -1.511 3.083 -0.417
H11 -4.200 2.450 -2.179
H12 -2.790 0.483 -1.374
H13 -0.719 3.611 0.091
F1 0.979 -1.301 -8.556
C22 0.786 -0.586 -7.429
C23 -0.488 -0.308 -6.979
F2 -1.544 -0.769 -7.680
C24 -0.673 0.432 -5.827
F3 -1.952 0.649 -5.470
C25 0.381 0.939 -5.055
Se1 0.109 1.935 -3.481
C26 1.650 0.627 -5.553
F4 2.750 1.053 -4.914
C27 1.858 -0.109 -6.703
F5 3.109 -0.370 -7.135

Charge: -2
Lowest unoccupied orbital energy (eV): 3.210
ΔE to the lowest compared entry with this formula, charge and spin (kJ/mol): 135.45

***

(2)
Density functional theory data (ωB97M-V/def2-TZVPD) for a molecular structure, C27H16BrCl2F3N2O2PtS2.

Cartesian coordinates (Å):
Pt1 -0.237 -0.227 -0.517
S1 -4.048 1.584 1.321
C1 -3.435 2.781 0.202
C2 -3.960 4.010 -0.096
C3 -3.291 4.815 -1.025
C4 -2.109 4.388 -1.653
C5 -1.563 3.164 -1.375
C6 -2.220 2.325 -0.427
N1 -1.817 1.134 -0.052
C7 -2.712 0.529 0.878
C8 -2.475 -0.763 1.272
C9 -3.316 -1.475 2.180
C10 -3.002 -2.760 2.540
C11 -1.864 -3.385 2.020
C12 -1.024 -2.707 1.121
C13 -1.300 -1.419 0.740
H1 -4.872 4.357 0.371
H2 -3.698 5.788 -1.267
H3 -1.629 5.037 -2.372
H4 -0.664 2.804 -1.854
H5 -4.203 -0.993 2.574
H6 -3.641 -3.298 3.228
H7 -1.626 -4.400 2.307
H8 -0.152 -3.215 0.734
F1 3.985 2.978 1.231
C14 2.949 3.354 1.998
F2 2.279 4.302 1.321
F3 3.459 3.940 3.094
C15 2.063 2.193 2.351
C16 1.839 1.852 3.671
C17 1.004 0.785 3.985
C18 0.412 0.097 2.945
N2 0.635 0.425 1.677
C19 1.437 1.439 1.349
S2 1.563 1.627 -0.365
H9 2.316 2.422 4.456
H10 0.818 0.500 5.010
H11 -0.256 -0.741 3.112
Cl1 -2.210 1.743 -4.690
C20 -1.114 0.340 -4.608
Cl2 -1.749 -1.027 -5.517
C21 -0.908 0.001 -3.132
O1 0.083 0.585 -2.591
O2 -1.670 -0.758 -2.530
H12 -0.174 0.644 -5.054
Br1 4.087 -5.200 -1.698
C22 2.880 -3.772 -1.371
C23 3.180 -2.837 -0.397
C24 2.287 -1.799 -0.158
C25 1.102 -1.689 -0.880
C26 0.829 -2.642 -1.859
C27 1.713 -3.684 -2.109
H13 4.098 -2.913 0.169
H14 2.533 -1.072 0.605
H15 -0.092 -2.590 -2.426
H16 1.492 -4.421 -2.869

Lowest unoccupied orbital energy (spin up / spin down) (eV): 0.109 / -3.343
ΔE to the lowest compared entry with this formula, charge and spin (kJ/mol): 0.00
⟨S²⟩: 6.08
Multiplicity: 5

***

(3)
Density functional theory data (ωB97M-V/def2-TZVPD) for a molecular structure, C27H17AuF4N6.

Cartesian coordinates (Å):
Au1 -1.739 0.763 -1.619
C1 0.658 -1.818 0.648
C2 1.273 -2.437 -0.611
C3 2.076 -1.412 -1.375
C4 3.424 -1.240 -1.071
C5 4.165 -0.219 -1.641
C6 3.547 0.666 -2.513
C7 2.205 0.530 -2.842
C8 1.544 1.499 -3.786
C9 1.360 0.934 -5.195
C10 1.480 -0.538 -2.294
N1 0.107 -0.616 -2.573
C11 -0.459 -1.574 -3.200
C12 -1.885 -1.596 -3.366
C13 -2.684 -2.505 -4.047
C14 -4.005 -2.053 -3.918
C15 -3.948 -0.888 -3.164
N2 -2.674 -0.602 -2.831
H1 0.117 -2.563 1.235
H2 -0.049 -1.032 0.367
H3 1.435 -1.377 1.277
H4 0.471 -2.851 -1.219
H5 1.927 -3.266 -0.334
H6 3.892 -1.920 -0.368
H7 5.212 -0.103 -1.397
H8 4.111 1.487 -2.940
H9 2.154 2.403 -3.837
H10 0.567 1.787 -3.386
H11 2.317 0.609 -5.607
H12 0.940 1.687 -5.863
H13 0.684 0.079 -5.191
H14 0.122 -2.388 -3.645
H15 -2.339 -3.392 -4.556
H16 -4.895 -2.502 -4.328
H17 -4.757 -0.245 -2.858
F1 1.861 1.826 4.403
C16 0.565 1.562 4.402
C17 -0.052 1.337 5.570
F2 0.658 1.374 6.683
C18 -1.474 1.041 5.670
C19 -2.154 0.945 4.386
C20 -1.532 1.159 3.218
F3 -2.216 1.031 2.091
C21 -0.133 1.541 3.128
C22 0.469 1.868 1.952
C23 -0.224 1.911 0.703
N3 -0.786 1.971 -0.298
C24 1.860 2.206 1.821
N4 2.959 2.481 1.630
F4 -3.440 0.638 4.380
C25 -2.110 0.868 6.857
C26 -3.498 0.517 6.976
N5 -4.592 0.218 7.156
C27 -1.472 1.028 8.134
N6 -1.039 1.171 9.188

Lowest unoccupied orbital energy (spin up / spin down) (eV): -3.950 / -3.951
ΔE to the lowest compared entry with this formula, charge and spin (kJ/mol): 6.97

***

(4)
Density functional theory data (ωB97M-V/def2-TZVPD) for a molecular structure, C27H17BrF5IN5O2RbS2Te.

Cartesian coordinates (Å):
Rb1 1.111 1.956 0.391
Br1 -2.517 -4.996 -5.256
C1 -2.246 -5.072 -3.372
C2 -3.214 -5.646 -2.569
C3 -3.001 -5.713 -1.200
C4 -1.843 -5.191 -0.625
C5 -0.874 -4.623 -1.464
C6 -1.073 -4.565 -2.829
N1 -1.587 -5.456 0.741
N2 -1.135 -4.603 1.553
C7 -1.099 -3.246 1.356
C8 -1.956 -2.504 0.524
C9 -1.925 -1.136 0.457
C10 -1.016 -0.352 1.237
O1 -0.987 0.894 1.199
C11 -0.098 -1.112 2.107
N3 0.813 -0.387 2.787
C12 1.662 -1.016 3.561
C13 1.657 -2.409 3.732
C14 0.745 -3.157 3.041
C15 -0.173 -2.516 2.182
H1 -4.121 -6.042 -3.005
H2 -3.736 -6.178 -0.555
H3 0.032 -4.214 -1.036
H4 -0.322 -4.121 -3.468
H5 -2.705 -3.025 -0.058
H6 -2.615 -0.595 -0.178
H7 2.403 -0.406 4.070
H8 2.386 -2.875 4.383
H9 0.720 -4.235 3.117
S1 -0.147 6.607 0.160
C16 0.074 5.790 -1.304
N4 0.298 4.518 -1.523
C17 0.413 4.233 -2.866
C18 0.661 2.965 -3.398
C19 0.756 2.804 -4.770
C20 0.607 3.890 -5.632
C21 0.364 5.157 -5.124
C22 0.269 5.322 -3.750
S2 -0.015 6.753 -2.813
H10 0.784 2.116 -2.738
H11 0.953 1.819 -5.175
H12 0.685 3.744 -6.703
H13 0.251 6.005 -5.789
I1 -0.635 0.613 6.162
C23 -0.496 2.088 4.692
C24 -1.636 2.692 4.193
C25 -1.480 3.653 3.210
C26 -0.201 3.969 2.776
N5 0.894 3.373 3.252
C27 0.745 2.444 4.187
H14 -2.617 2.405 4.548
H15 -2.333 4.145 2.764
H16 -0.054 4.721 2.005
H17 1.647 1.953 4.535
F1 4.333 -1.339 -1.452
Te1 3.819 -0.090 -0.142
F2 3.673 1.084 -1.619
F3 4.020 -1.547 1.034
F4 2.072 -0.701 -0.570
F5 5.674 0.244 -0.045
O2 3.336 1.109 1.071

Charge: -2
Lowest unoccupied orbital energy (eV): 3.406
ΔE to the lowest compared entry with this formula, charge and spin (kJ/mol): 53.22

***

(5)
Density functional theory data (ωB97M-V/def2-TZVPD) for a molecular structure, C27H18CdCl2N2O7S3.

Cartesian coordinates (Å):
Cd1 -0.103 0.047 -0.476
O1 4.038 -1.121 0.284
C1 2.870 -0.986 -0.112
O2 2.273 0.085 -0.399
C2 2.040 -2.265 -0.259
C3 2.567 -3.525 -0.019
C4 1.749 -4.628 -0.221
C5 0.453 -4.446 -0.680
C6 0.004 -3.152 -0.905
N1 0.788 -2.108 -0.669
C7 -1.379 -2.852 -1.510
O3 -2.115 -3.833 -1.696
O4 -1.587 -1.643 -1.774
H1 3.592 -3.598 0.317
H2 2.124 -5.628 -0.031
H3 -0.227 -5.262 -0.878
O5 0.156 4.352 -0.953
C8 -0.044 3.134 -0.969
O6 0.249 2.277 -0.096
C9 -0.747 2.591 -2.229
C10 -1.226 3.470 -3.194
C11 -1.888 2.960 -4.294
C12 -2.055 1.585 -4.405
C13 -1.548 0.773 -3.404
N2 -0.904 1.275 -2.349
H4 -1.064 4.526 -3.033
H5 -2.278 3.624 -5.057
H6 -2.578 1.141 -5.242
H7 -1.670 -0.303 -3.398
Cl1 1.659 0.311 2.747
C14 2.810 1.432 2.021
Cl2 3.744 2.325 3.273
H8 2.245 2.152 1.437
H9 3.514 0.878 1.412
O7 -1.222 -0.440 1.330
C15 -2.535 -0.385 1.717
C16 -2.843 0.945 2.407
C17 -4.036 1.504 2.774
C18 -3.876 2.755 3.425
C19 -2.559 3.108 3.526
S1 -1.527 1.939 2.835
C20 -2.738 -1.516 2.719
C21 -3.791 -1.890 3.500
C22 -3.518 -3.053 4.271
C23 -2.257 -3.528 4.048
S2 -1.401 -2.570 2.919
C24 -3.514 -0.590 0.557
C25 -4.041 -1.752 0.085
C26 -4.750 -1.592 -1.135
C27 -4.756 -0.301 -1.565
S3 -3.895 0.720 -0.494
H10 -4.990 1.045 2.553
H11 -4.694 3.368 3.779
H12 -2.147 4.014 3.943
H13 -4.731 -1.355 3.522
H14 -4.227 -3.506 4.952
H15 -1.794 -4.392 4.500
H16 -3.877 -2.707 0.565
H17 -5.192 -2.412 -1.683
H18 -5.199 0.104 -2.461

Charge: -2
Lowest unoccupied orbital energy (eV): 4.406

***

(6)
Density functional theory data (ωB97M-V/def2-TZVPD) for a molecular structure, C27H18ClN8OS3V.

Cartesian coordinates (Å):
V1 0.119 0.098 0.106
Cl1 -5.581 -3.281 3.145
C1 -4.430 -2.356 2.231
C2 -4.718 -2.006 0.906
C3 -3.820 -1.269 0.177
C4 -2.585 -0.862 0.720
O1 -1.774 -0.143 -0.016
C5 -2.308 -1.224 2.060
C6 -1.131 -0.765 2.732
N1 -0.117 -0.218 2.159
C7 0.912 0.337 2.950
C8 1.334 -0.104 4.177
C9 2.347 0.591 4.867
C10 2.929 1.706 4.332
C11 2.542 2.159 3.050
C12 3.114 3.274 2.399
C13 2.700 3.601 1.141
C14 1.730 2.806 0.507
N2 1.160 1.773 1.085
C15 1.545 1.452 2.355
C16 -3.254 -1.958 2.801
H1 -5.656 -2.319 0.467
H2 -4.038 -0.983 -0.843
H3 -1.135 -0.845 3.820
H4 0.903 -0.996 4.611
H5 2.668 0.227 5.834
H6 3.702 2.240 4.869
H7 3.881 3.849 2.903
H8 3.119 4.443 0.609
H9 1.422 3.023 -0.505
H10 -3.038 -2.212 3.832
S1 2.511 -0.148 -0.476
C17 2.806 -1.853 -0.722
C18 4.099 -2.309 -0.965
C19 4.361 -3.658 -1.159
C20 5.708 -4.087 -1.407
N3 6.794 -4.412 -1.595
C21 3.305 -4.580 -1.109
C22 2.016 -4.130 -0.863
C23 1.749 -2.776 -0.669
S2 0.109 -2.248 -0.376
C24 3.543 -5.982 -1.307
N4 3.727 -7.103 -1.475
H11 4.913 -1.597 -0.999
H12 1.202 -4.842 -0.821
C25 0.901 0.501 -5.037
C26 0.259 1.584 -4.256
N5 0.023 2.787 -4.660
N6 -0.553 3.402 -3.580
C27 -0.685 2.617 -2.496
S3 -1.322 2.950 -1.005
N7 -0.151 1.433 -2.946
N8 -0.073 0.279 -2.178
H13 1.126 0.875 -6.032
H14 0.241 -0.364 -5.119
H15 1.828 0.179 -4.560
H16 -0.851 4.360 -3.640
H17 -0.860 -0.345 -2.344
H18 0.806 -0.203 -2.358

Lowest unoccupied orbital energy (spin up / spin down) (eV): -1.291 / -1.228
ΔE to the lowest compared entry with this formula, charge and spin (kJ/mol): 9.67
⟨S²⟩: 2.02
Multiplicity: 3

***

(7)
Density functional theory data (ωB97M-V/def2-TZVPD) for a molecular structure, C27H18F3N6O2RuS2.

Cartesian coordinates (Å):
Ru1 -0.188 -0.472 -0.040
C1 0.081 -4.550 -2.400
C2 0.391 -3.212 -1.776
S1 -0.960 -2.476 -0.926
C3 1.596 -2.635 -1.813
C4 2.822 -3.233 -2.436
S2 1.849 -1.089 -1.002
H1 -0.965 -4.809 -2.235
H2 0.692 -5.345 -1.962
H3 0.256 -4.547 -3.481
H4 2.564 -4.051 -3.113
H5 3.500 -3.628 -1.673
H6 3.377 -2.484 -3.007
C5 -2.121 2.753 2.457
C6 -2.639 3.595 1.484
C7 -2.412 3.319 0.149
C8 -1.661 2.194 -0.200
N1 -1.172 1.390 0.757
C9 -1.395 1.651 2.043
C10 -1.353 1.770 -1.576
C11 -1.684 2.575 -2.672
C12 -1.395 2.156 -3.956
C13 -0.778 0.916 -4.133
C14 -0.450 0.124 -3.049
C15 -0.712 0.518 -1.722
H7 -2.297 2.917 3.511
H8 -3.231 4.458 1.763
H9 -2.828 3.953 -0.620
H10 -1.004 0.925 2.742
H11 -2.163 3.537 -2.527
H12 -1.648 2.776 -4.808
H13 -0.554 0.571 -5.138
H14 0.031 -0.834 -3.209
N2 5.162 4.937 1.568
C16 4.373 4.131 1.342
C17 3.379 3.115 1.056
C18 2.940 2.268 2.067
C19 1.983 1.322 1.735
N3 1.489 1.209 0.507
C20 1.920 2.014 -0.462
C21 2.872 2.997 -0.231
H15 3.331 2.333 3.072
H16 1.609 0.613 2.463
H17 1.486 1.850 -1.440
H18 3.204 3.641 -1.032
F1 -4.899 -2.456 0.729
C22 -4.704 -1.270 1.338
F2 -5.401 -1.317 2.490
F3 -5.316 -0.338 0.574
C23 -3.181 -0.960 1.538
O1 -2.602 -0.795 0.440
O2 -2.777 -0.916 2.697
N4 0.473 -1.465 1.771
C24 0.975 -2.180 2.527
C25 1.618 -3.035 3.435
C26 1.500 -2.801 4.821
N5 1.421 -2.617 5.961
C27 2.449 -4.079 2.977
N6 3.147 -4.934 2.627

Charge: -2
Lowest unoccupied orbital energy (spin up / spin down) (eV): 3.748 / 3.749
ΔE to the lowest compared entry with this formula, charge and spin (kJ/mol): 147.58
⟨S²⟩: 0.76
Multiplicity: 2

***

(8)
Density functional theory data (ωB97M-V/def2-TZVPD) for a molecular structure, C27H19AsCl2N3O7S2Tb.

Cartesian coordinates (Å):
Tb1 -1.871 0.779 -1.822
C1 -3.041 -1.660 1.879
C2 -3.040 -0.728 2.920
C3 -3.322 0.581 2.632
C4 -3.011 1.082 1.347
N1 -2.847 0.156 0.332
C5 -3.042 -1.165 0.574
C6 -2.709 2.510 0.885
C7 -3.528 3.629 1.188
C8 -2.741 4.759 1.073
C9 -1.441 4.853 0.658
C10 -0.792 3.689 0.075
N2 -1.553 2.574 0.097
C11 0.059 3.849 -1.093
C12 0.664 5.107 -1.311
C13 1.654 5.189 -2.299
C14 1.918 4.165 -3.109
C15 1.076 3.051 -3.033
N3 0.200 2.865 -2.009
H1 -2.901 -2.713 2.175
H2 -3.069 -1.066 3.981
H3 -3.875 1.318 3.288
H4 -3.122 -1.820 -0.254
H5 -4.427 3.528 1.794
H6 -3.239 5.672 1.303
H7 -0.916 5.778 0.637
H8 0.513 5.963 -0.696
H9 2.293 6.116 -2.360
H10 2.758 4.215 -3.823
H11 1.031 2.286 -3.843
Cl1 5.875 -3.470 7.321
C16 5.087 -3.592 5.782
C17 4.773 -4.870 5.297
C18 4.174 -5.055 4.020
C19 3.943 -3.946 3.162
C20 4.297 -2.711 3.630
Cl2 4.184 -1.453 2.467
C21 4.824 -2.425 4.933
S1 5.397 -0.848 5.121
H12 5.015 -5.746 5.822
H13 4.073 -6.017 3.614
H14 3.540 -3.839 2.134
O1 -4.502 2.892 -3.027
As1 -3.412 1.728 -4.011
O2 -3.694 0.585 -2.669
O3 -1.755 2.325 -3.843
C22 -0.782 -2.781 -2.069
C23 -0.587 -3.923 -1.267
C24 0.754 -4.520 -1.276
C25 1.566 -4.186 -2.351
C26 1.196 -3.289 -3.315
C27 0.253 -2.374 -3.075
S2 0.054 -0.745 -3.632
O4 1.109 -0.531 -4.619
O5 -1.312 -0.358 -4.122
O6 0.353 -0.034 -2.281
H15 -4.438 3.811 -3.404
H16 -1.391 -4.192 -0.626
H17 1.070 -5.245 -0.478
H18 2.599 -4.513 -2.440
H19 1.727 -3.268 -4.295
O7 -1.671 -1.970 -1.687

Charge: -2
Lowest unoccupied orbital energy (spin up / spin down) (eV): 2.757 / 2.755
ΔE to the lowest compared entry with this formula, charge and spin (kJ/mol): 0.00
⟨S²⟩: 12.61
Multiplicity: 7

***

| no. | E (Eh) |
| --- | --- |
| 1 | -6234.62693 |
| 2 | -6008.09532 |
| 3 | -1902.62815 |
| 4 | -5923.05208 |
| 5 | -3958.78581 |
| 6 | -4151.87609 |
| 7 | -2709.68209 |
| 8 | -6508.24821 |